[1]
{"formula": "C24H48O6", "method": "ωB97M-V/def2-TZVPD", "e_above_lowest_kcal_mol": 272.01, "total_energy_ha": -1394.20956, "charge": 0, "homo_energy_ev": -9.369, "lumo_energy_ev": 0.57, "gap_ha": 0.3653, "species": ["C", "C", "C", "O", "C", "H", "H", "H", "H", "H", "H", "H", "H", "C", "C", "C", "O", "C", "H", "H", "H", "H", "H", "H", "H", "H", "C", "C", "C", "O", "C", "H", "H", "H", "H", "H", "H", "H", "H", "C", "C", "C", "O", "C", "H", "H", "H", "H", "H", "H", "H", "H", "C", "C", "C", "O", "C", "H", "H", "H", "H", "H", "H", "H", "H", "C", "C", "C", "O", "C", "H", "H", "H", "H", "H", "H", "H", "H"], "positions_angstrom": [[0.57785, -3.34209, -0.36291], [0.04085, -3.69009, -1.70491], [1.22085, -3.98409, -2.47491], [2.21485, -3.00309, -1.99691], [2.02285, -2.99509, -0.55691], [0.39685, -3.98409, 0.56809], [-0.01215, -2.48109, 0.08709], [-0.48215, -2.99609, -2.41491], [-0.45615, -4.69909, -1.72091], [1.19685, -4.00209, -3.65391], [1.76085, -4.92109, -2.35391], [2.27185, -2.05509, -0.30491], [2.38985, -3.71509, 0.20609], [-3.28915, 3.10191, -3.07791], [-2.44715, 4.35891, -2.45491], [-1.28715, 4.33091, -3.42091], [-1.57715, 3.51891, -4.56991], [-2.93815, 3.04091, -4.51391], [-4.30115, 3.14291, -2.71791], [-2.93715, 2.25391, -2.71191], [-2.01115, 4.20391, -1.33691], [-2.99315, 5.31591, -2.60391], [-0.42315, 3.86691, -2.84891], [-0.87915, 5.21791, -3.60691], [-3.04715, 2.05191, -4.87891], [-3.61115, 3.71191, -5.04291], [-4.15815, -1.71909, 5.20509], [-4.27815, -1.66509, 3.69809], [-2.96315, -1.06409, 3.21509], [-2.11115, -1.07109, 4.32509], [-2.93815, -0.93909, 5.61609], [-4.00015, -2.82909, 5.65009], [-5.18115, -1.32209, 5.48609], [-5.10515, -1.07309, 3.24409], [-4.42515, -2.63009, 3.22909], [-2.90815, 0.02491, 2.93109], [-2.49515, -1.57909, 2.38209], [-2.97815, 0.21891, 5.58509], [-2.36515, -1.32809, 6.35209], [-1.51315, 1.92491, 0.63209], [-1.14115, 0.67091, -0.26491], [0.15485, 1.12091, -0.86691], [0.49285, 2.41191, -0.41291], [-0.16015, 2.56191, 0.79809], [-1.99115, 1.44391, 1.63309], [-2.11715, 2.38291, 0.05309], [-1.85015, 0.39691, -0.88291], [-0.88815, -0.03609, 0.47909], [0.20085, 1.11691, -1.96491], [1.00885, 0.48991, -0.74991], [-0.07715, 3.61591, 1.05409], [0.17685, 2.10191, 1.69009], [3.60385, -0.12209, -3.34391], [3.39185, 1.30191, -3.07791], [4.60185, 2.02391, -3.87391], [5.59785, 1.07691, -3.94591], [4.85985, -0.13309, -4.23791], [2.84985, -0.41609, -4.12991], [3.73885, -0.85609, -2.70391], [3.44585, 1.49791, -2.08891], [2.66285, 1.80991, -3.30191], [4.70285, 3.08491, -3.44991], [4.34685, 2.27391, -4.91791], [5.66685, -1.01509, -4.00891], [4.62085, -0.20809, -5.13891], [1.32685, -0.05909, 3.67809], [1.48785, -0.93909, 4.90709], [1.62785, -2.40709, 4.44209], [1.95185, -2.20009, 3.06209], [1.16585, -1.22809, 2.54709], [2.19785, 0.54691, 3.33209], [0.45485, 0.68391, 3.79309], [0.56585, -1.05509, 5.72709], [2.45485, -0.64809, 5.50209], [0.95785, -3.16609, 4.56709], [2.42185, -3.07909, 4.95109], [0.08585, -1.47109, 2.54109], [1.42085, -0.77209, 1.52309]], "mulliken_charge": [0.413, -0.429, -0.606, -0.407, -0.431, 0.453, -0.441, 0.239, 0.210, 0.290, 0.268, 0.255, 0.235, -0.387, -0.259, -0.322, -0.455, -0.568, 0.518, -0.043, 0.052, 0.327, -0.046, 0.556, 0.381, 0.274, -0.314, -0.715, -0.035, -0.337, -0.542, 0.235, 0.251, 0.355, 0.280, -0.107, 0.295, 0.261, 0.287, -0.024, -0.017, -0.336, -0.385, -0.302, -0.161, 0.191, 1.046, -0.697, 0.342, 0.032, 0.351, 0.000, -0.102, -1.381, -0.575, -0.406, -0.797, 0.167, 0.434, 0.427, 0.832, 0.339, 0.323, 0.212, 0.531, -0.552, -0.035, -0.702, -0.479, 0.717, 0.429, 0.098, 0.011, 0.289, 0.364, 0.254, -0.242, -0.190]}

[2]
{"formula": "C24H49B2IN3O8S", "method": "ωB97M-V/def2-TZVPD", "total_energy_ha": -2455.59914, "charge": 1, "homo_energy_ev": -9.165, "lumo_energy_ev": -4.56, "gap_ha": 0.1693, "species": ["C", "C", "B", "O", "N", "C", "C", "C", "C", "O", "O", "B", "O", "O", "C", "I", "C", "C", "C", "C", "C", "S", "O", "O", "O", "H", "H", "H", "H", "H", "H", "H", "H", "H", "H", "H", "H", "H", "H", "H", "H", "H", "H", "H", "C", "C", "N", "C", "C", "C", "C", "H", "H", "H", "H", "H", "H", "H", "H", "H", "H", "H", "H", "H", "H", "H", "C", "C", "N", "C", "C", "C", "C", "H", "H", "H", "H", "H", "H", "H", "H", "H", "H", "H", "H", "H", "H", "H"], "positions_angstrom": [[6.19622, 1.90210, -2.22380], [5.69493, 1.21193, -3.50911], [4.18832, 1.51639, -3.81177], [3.25560, 0.60094, -4.09909], [3.72958, 2.98191, -3.74943], [4.05482, 3.75474, -4.80395], [3.70131, 5.08322, -4.83825], [2.99701, 5.61944, -3.75907], [2.63834, 7.07737, -3.85115], [1.98141, 7.43448, -4.75981], [3.08053, 7.90265, -2.89759], [4.47180, 8.18940, -2.84076], [4.89662, 9.45134, -2.98161], [5.39991, 7.19366, -2.61274], [2.66245, 4.80464, -2.67625], [1.58827, 5.63899, -1.08156], [3.04793, 3.45129, -2.68801], [2.70564, 2.50193, -1.59928], [1.34359, 1.77078, -1.76529], [0.23608, 2.50296, -2.51806], [-0.84523, 1.46915, -2.87409], [-2.19863, 2.22447, -3.74432], [-2.30342, 3.58630, -3.31607], [-3.35545, 1.41583, -3.61508], [-1.76583, 2.21434, -5.27519], [7.25793, 1.74318, -2.09554], [5.99811, 2.96989, -2.25537], [5.68534, 1.48638, -1.36241], [6.31337, 1.57569, -4.33410], [5.84924, 0.13850, -3.45213], [3.61819, -0.14552, -4.59067], [4.60841, 3.30013, -5.60915], [3.95376, 5.72644, -5.66467], [4.18687, 10.09789, -2.88575], [5.59746, 6.65436, -3.38155], [2.71718, 3.04601, -0.66368], [3.46189, 1.72820, -1.48646], [1.49289, 0.78201, -2.18502], [0.97487, 1.60204, -0.75673], [0.57007, 2.94853, -3.45463], [-0.25739, 3.23096, -1.89267], [-1.28991, 1.10172, -1.95402], [-0.43358, 0.66753, -3.47575], [-1.37898, 3.08394, -5.45491], [-3.26866, -1.58202, 2.28443], [-3.18008, -1.34493, 0.78476], [-2.54756, -2.44289, 0.07779], [-2.17201, -2.11529, -1.28255], [-3.27956, -1.77345, -2.28647], [-3.15495, -3.74907, 0.27588], [-4.64082, -3.91134, -0.06522], [-2.29112, -1.83411, 2.69618], [-3.62320, -0.67897, 2.78309], [-3.96439, -2.38472, 2.53023], [-2.57697, -0.44676, 0.61576], [-4.18639, -1.11957, 0.39978], [-1.57236, -2.93787, -1.68345], [-1.48411, -1.26005, -1.23167], [-3.83952, -2.65650, -2.58989], [-2.84169, -1.35056, -3.19324], [-3.97668, -1.03243, -1.89640], [-3.01565, -4.02813, 1.32361], [-2.57344, -4.48435, -0.28553], [-5.25016, -3.11325, 0.36055], [-5.00626, -4.85349, 0.34729], [-4.81806, -3.94311, -1.13897], [-1.08334, -3.73482, 8.54036], [-0.98332, -3.86782, 7.02786], [-1.45775, -5.14749, 6.53869], [-1.08405, -5.41794, 5.16373], [-1.64785, -4.50329, 4.06970], [-2.81826, -5.49586, 6.91000], [-3.94231, -4.52682, 6.52116], [-0.59571, -4.57500, 9.03559], [-0.58984, -2.81759, 8.86401], [-2.11809, -3.68544, 8.88097], [0.06947, -3.77478, 6.74755], [-1.50701, -3.01752, 6.56107], [-1.34706, -6.45299, 4.93004], [0.00891, -5.38147, 5.10690], [-2.70782, -4.68326, 3.89176], [-1.12889, -4.69355, 3.12696], [-1.51100, -3.44810, 4.30747], [-2.84777, -5.62859, 7.99456], [-3.03986, -6.48565, 6.50442], [-3.70349, -3.49469, 6.78151], [-4.85420, -4.79420, 7.05842], [-4.17467, -4.56845, 5.45789]], "mulliken_charge": [-1.028, -0.351, 0.654, -0.596, 0.353, -0.346, -0.934, 0.497, 0.126, -0.438, -0.435, 0.632, -0.410, -0.495, -0.538, 0.233, 1.175, -1.966, -0.767, -0.507, -0.502, 1.169, -0.637, -0.587, -0.481, 0.412, 0.245, 0.317, 0.268, 0.344, 0.351, 0.491, 0.581, 0.325, 0.315, 0.923, -0.030, 0.494, 0.501, 0.414, 0.346, -0.027, 0.552, 0.362, -1.452, -0.148, 0.181, -0.585, -1.043, -0.139, -1.127, 0.264, 0.498, 0.296, 0.299, 0.270, 0.317, 0.235, 0.334, 0.416, 0.255, -0.250, 0.430, 0.251, 0.436, 0.286, -1.438, -0.277, 0.184, -1.144, -0.554, -0.714, -0.928, 0.336, 0.438, 0.289, 0.438, 0.185, 0.374, 0.441, 0.127, 0.460, 0.174, 0.377, 0.333, 0.240, 0.379, 0.252]}

[3]
{"formula": "C24H49BN2O17S", "method": "ωB97M-V/def2-TZVPD", "e_above_lowest_kcal_mol": 0.00, "total_energy_ha": -2755.34683, "charge": 0, "homo_energy_ev": -8.681, "lumo_energy_ev": 0.09, "gap_ha": 0.3225, "species": ["C", "C", "C", "C", "C", "O", "O", "O", "C", "C", "C", "C", "C", "S", "O", "O", "O", "B", "O", "O", "C", "C", "C", "C", "C", "N", "N", "H", "H", "H", "H", "H", "H", "H", "H", "H", "H", "H", "H", "H", "H", "H", "H", "H", "H", "H", "H", "H", "H", "H", "H", "H", "H", "H", "H", "H", "H", "H", "C", "O", "C", "O", "O", "C", "H", "H", "H", "H", "H", "H", "C", "O", "C", "O", "O", "C", "H", "H", "H", "H", "H", "H", "C", "O", "C", "O", "O", "C", "H", "H", "H", "H", "H", "H"], "positions_angstrom": [[-1.19244, 7.33774, -1.42265], [-1.30102, 6.25059, -0.52488], [-1.24909, 4.67896, -0.93626], [-0.71336, 4.65154, -2.44836], [0.82374, 5.02916, -2.62745], [1.35682, 4.81469, -3.74457], [1.62909, 5.58709, -1.59978], [-0.35889, 4.09367, 0.03218], [0.00263, 2.72566, -0.26410], [-0.49442, 1.83730, 1.01773], [-0.32044, 0.28830, 0.53826], [-1.57376, -0.63325, 0.95204], [-1.42376, -2.06136, 0.18418], [-1.87065, -3.50854, 1.27171], [-2.75846, -3.11738, 2.41746], [-2.61615, -4.47975, 0.38758], [-0.50054, -4.34840, 1.80195], [1.63536, 2.47756, -0.30912], [2.51047, 3.18280, 0.57705], [2.12906, 1.52365, -1.28933], [-2.75109, 4.03887, -0.88160], [-3.57533, 4.44577, 0.43625], [-4.92147, 5.27081, 0.18737], [-5.75740, 5.25829, 1.58370], [-4.72223, 6.80997, -0.21298], [-3.45469, 4.30065, -2.17111], [-4.47787, 3.37934, -2.42539], [-0.50694, 8.21570, -1.13779], [-1.75066, 7.44033, -2.41594], [-1.48494, 6.49666, 0.57866], [-0.82106, 3.56706, -2.82734], [-1.30494, 5.28782, -3.17749], [1.78129, 6.54411, -1.74958], [-0.51707, 2.25464, -1.15920], [-1.57202, 2.07260, 1.29280], [0.23779, 1.94394, 1.90196], [0.66038, -0.17352, 0.93796], [-0.23839, 0.20402, -0.60936], [-2.50075, -0.14229, 0.50069], [-1.68660, -0.76555, 2.08073], [-0.33561, -2.21058, -0.16953], [-2.09806, -2.13232, -0.73778], [-0.48993, -5.19139, 1.29390], [1.95357, 3.57709, 1.28328], [2.23819, 0.63897, -0.87282], [-2.64187, 2.88917, -0.84029], [-2.96929, 5.01592, 1.22484], [-3.89850, 3.47076, 0.96726], [-5.62693, 4.81640, -0.58861], [-6.39497, 4.31875, 1.64658], [-6.47556, 6.14375, 1.52046], [-5.04756, 5.40764, 2.46237], [-3.88980, 7.01417, -0.95888], [-5.69924, 7.13258, -0.73991], [-4.66928, 7.47510, 0.72610], [-3.74130, 5.27809, -2.27546], [-5.35623, 3.81967, -2.72362], [-4.16289, 2.79185, -3.21925], [-1.02940, 0.24433, 6.50291], [-0.29069, 1.35836, 7.00296], [0.59997, 1.86223, 6.13498], [0.80763, 1.45760, 5.01741], [1.21956, 2.89531, 6.72745], [2.20203, 3.53305, 5.91339], [-1.71554, -0.07849, 7.28615], [-1.61516, 0.53200, 5.62726], [-0.36112, -0.58590, 6.26498], [1.74483, 3.95162, 5.01413], [2.99898, 2.83374, 5.65179], [2.63510, 4.34912, 6.49223], [4.32547, -7.17533, -1.49047], [4.64696, -5.90942, -0.91409], [3.91467, -5.59410, 0.16500], [3.04655, -6.27326, 0.65643], [4.31620, -4.38958, 0.60288], [3.61699, -3.92527, 1.75593], [4.97620, -7.32533, -2.35212], [4.50737, -7.98118, -0.77652], [3.28893, -7.19016, -1.83419], [3.77117, -4.60207, 2.59891], [2.55184, -3.81242, 1.54108], [4.02074, -2.94768, 2.02105], [2.42894, -9.25785, -5.19587], [3.04058, -10.51979, -5.45692], [4.23215, -10.68738, -4.86192], [4.79194, -9.88386, -4.15739], [4.69184, -11.90548, -5.18793], [5.96168, -12.22252, -4.62045], [1.47599, -9.23423, -5.72493], [2.23452, -9.13735, -4.12794], [3.05226, -8.44267, -5.56964], [5.90797, -12.21971, -3.52972], [6.72553, -11.52536, -4.97128], [6.23236, -13.22583, -4.95020]], "mulliken_charge": [-1.022, -0.585, 0.978, -0.819, 0.076, -0.592, -0.415, -0.490, -0.586, 0.135, -0.725, -0.444, -0.784, 1.190, -0.606, -0.690, -0.442, 1.043, -0.581, -0.620, 0.531, -0.929, 0.608, -1.349, -1.193, 0.041, -0.773, 0.279, 0.202, 0.277, 0.522, 0.599, 0.311, 0.043, 0.143, 0.170, 0.264, 0.369, 0.203, 0.403, 0.344, 0.411, 0.350, 0.310, 0.304, 0.142, 0.376, 0.289, 0.105, 0.350, 0.394, 0.307, 0.140, 0.311, 0.348, 0.321, 0.218, 0.237, -0.589, -0.326, 0.813, -0.531, -0.325, -0.564, 0.230, 0.262, 0.282, 0.235, 0.282, 0.228, -0.598, -0.309, 0.762, -0.541, -0.321, -0.446, 0.237, 0.298, 0.270, 0.289, 0.135, 0.228, -0.578, -0.306, 0.799, -0.530, -0.326, -0.615, 0.219, 0.259, 0.283, 0.290, 0.288, 0.219]}